{"formula": "C6H17NO", "method": "wB97M-V/def2-TZVPD", "symbols": ["O", "N", "C", "C", "C", "C", "C", "C", "H", "H", "H", "H", "H", "H", "H", "H", "H", "H", "H", "H", "H", "H", "H", "H", "H"], "coordinates": [[-1.4117, -2.0240, 1.7955], [1.0709, 0.6721, 0.3098], [1.9141, -1.3401, 1.5082], [-0.8602, 0.9291, -2.9991], [1.0402, -0.0874, 1.6099], [-0.0301, 0.4830, -0.5909], [0.1705, 1.2218, -1.9192], [-1.4410, 0.7587, -0.0729], [0.0004, -0.4758, 1.8496], [1.1525, 1.0497, -2.3694], [-1.7511, -2.8462, 2.1572], [1.4622, 0.6070, 2.3378], [-2.2545, 0.3155, -0.7327], [-0.5625, 1.1383, -4.0448], [-0.6372, -2.1116, 1.2406], [0.1496, 2.2847, -1.6190], [-0.0343, -0.5918, -0.8869], [1.4245, -2.0578, 2.1933], [-1.7126, 1.6292, -2.8118], [-1.5774, 0.3445, 0.9290], [-1.2377, -0.1195, -2.9076], [2.9180, -1.1685, 1.8993], [1.9061, -1.7482, 0.4955], [1.1300, 1.6755, 0.5029], [-1.6062, 1.8355, -0.0191]], "mulliken_charge": [-0.6275, -0.3085, -1.1803, -1.1181, -0.2370, 0.3160, -0.6365, -1.2681, 0.0955, 0.3448, 0.3015, 0.4122, 0.2871, 0.3255, 0.2887, 0.3529, 0.1091, 0.3178, 0.2575, 0.4270, 0.2788, 0.3592, 0.2911, 0.2938, 0.3177], "smiles": "CCN[C@@H](C)CC.O", "relative_energy_ev": 0.963, "orbital_gap_ev": 9.43, "total_energy_ha": -368.76545}

---

{"formula": "C6H17NO", "method": "wB97M-V/def2-TZVPD", "symbols": ["O", "N", "C", "C", "C", "C", "C", "C", "H", "H", "H", "H", "H", "H", "H", "H", "H", "H", "H", "H", "H", "H", "H", "H", "H"], "coordinates": [[-1.3607, 0.5056, 7.3157], [2.3525, -0.6635, -1.8050], [-0.2841, 0.7869, -0.3406], [-0.1575, -0.1417, -1.5968], [1.0100, -1.1855, -1.5613], [-2.4382, 0.2267, 0.8510], [-0.9363, 0.1558, 0.8538], [2.4635, 0.2314, -2.9737], [-0.0982, 0.4461, -2.4845], [3.5190, 0.6072, -2.9616], [0.7983, -1.8057, -2.4041], [-0.8447, -0.2490, 7.0852], [-0.4948, 0.5188, 1.7524], [0.6977, 1.1325, -0.0449], [2.2167, -0.1379, -3.8982], [-0.6556, -0.9069, 0.8209], [-2.8457, 0.0434, -0.1641], [1.7292, 1.0703, -2.8523], [-2.9105, -0.4973, 1.4399], [-0.8249, 1.6211, -0.7925], [-0.9723, -0.9180, -1.5877], [3.0181, -1.4411, -1.9236], [1.0372, -1.6940, -0.5611], [-1.2084, 1.1537, 6.6634], [-2.8104, 1.1409, 1.1696]], "mulliken_charge": [-0.6244, -0.3642, -0.5665, -0.8587, -0.6128, -1.3793, -0.3411, -0.8964, 0.5893, 0.3017, 0.3762, 0.3142, 0.4144, 0.3251, 0.3670, 0.1673, 0.2938, 0.2538, 0.4238, 0.3417, 0.2671, 0.2397, 0.2968, 0.3102, 0.3614], "smiles": "CCCCCNC.O", "relative_energy_ev": 1.483, "orbital_gap_ev": 9.36, "total_energy_ha": -368.74636}

---

{"formula": "C6H17NO", "method": "wB97M-V/def2-TZVPD", "symbols": ["O", "N", "C", "C", "C", "C", "C", "C", "H", "H", "H", "H", "H", "H", "H", "H", "H", "H", "H", "H", "H", "H", "H", "H", "H"], "coordinates": [[1.9959, 0.8340, 2.6652], [-0.4452, 0.0768, 1.1730], [-0.2095, -1.1659, 1.8654], [-0.4557, -0.1653, -0.2154], [0.0003, -0.6918, -3.0625], [-1.6350, 0.6817, 1.6045], [0.7665, 0.5753, -0.8290], [0.7345, 0.5135, -2.3195], [-0.7793, -2.0038, 1.5608], [1.1912, 0.7383, 2.2961], [-0.2028, -1.0914, 2.9204], [2.0048, 0.1489, 3.3358], [1.6717, 0.2569, -0.4237], [0.6129, -1.5462, -3.1470], [-0.2619, -1.2253, -0.5674], [1.7223, 0.5607, -2.8364], [-1.4214, 0.2329, -0.7595], [-1.6384, 1.2580, 2.5315], [0.6814, 1.6823, -0.5671], [-1.8485, 1.4840, 0.7483], [-0.9621, -0.8747, -2.5630], [0.9846, -1.5290, 1.7156], [-2.5425, 0.1835, 1.4848], [0.2580, 1.4371, -2.5719], [-0.2217, -0.3708, -4.0391]], "mulliken_charge": [-0.6678, 0.4437, -1.1612, -1.0108, -1.2119, -1.2364, -0.3478, -0.4755, 0.4108, 0.4137, 0.4580, 0.2827, 0.3002, 0.3186, 0.2897, 0.3398, 0.2785, 0.3132, 0.2067, 0.2874, 0.3114, 0.2298, 0.4816, 0.3340, 0.4117], "smiles": "CCCCN(C)C.O", "relative_energy_ev": 2.583, "orbital_gap_ev": 9.76, "total_energy_ha": -368.70591}

---

{"formula": "C6H17NO", "method": "wB97M-V/def2-TZVPD", "symbols": ["O", "N", "C", "C", "C", "C", "C", "C", "H", "H", "H", "H", "H", "H", "H", "H", "H", "H", "H", "H", "H", "H", "H", "H", "H"], "coordinates": [[-0.4061, 2.6364, 2.4724], [0.4461, -1.6228, -0.5274], [-1.4183, 1.0130, -2.0110], [1.8137, -0.2621, 1.2600], [-1.5821, -0.4958, -1.8593], [0.8202, -0.2978, -0.0260], [1.0139, -0.5505, 2.5432], [-0.2810, -1.3623, -1.8359], [2.6349, -0.9486, 1.1158], [0.1441, 2.1981, 1.8145], [-0.4061, 1.3252, -1.8352], [0.4154, -1.4306, 2.2877], [0.0098, 0.1638, 0.5431], [0.5777, 0.3369, 2.9940], [-2.2291, -1.0491, -2.5502], [-2.1052, -0.6518, -0.8929], [0.4205, -0.8032, -2.4302], [-0.4171, -2.2952, -2.3717], [1.2522, 0.2852, -0.8423], [-0.8517, 3.3228, 1.9570], [1.7440, -0.8180, 3.3373], [-1.5774, 1.2638, -3.0776], [2.2525, 0.7307, 1.1392], [-0.1396, -2.1785, 0.1150], [-2.1314, 1.4905, -1.3195]], "mulliken_charge": [-0.6069, 0.0694, -1.0734, -0.7646, -0.1972, -0.7139, -0.9131, -0.9523, 0.4207, 0.2773, 0.3200, 0.2653, 0.4269, 0.3140, 0.4068, 0.2439, 0.5100, 0.4376, 0.4513, 0.3256, 0.3437, 0.3552, 0.3762, 0.3872, 0.2902], "spin_multiplicity": 2, "charge": 1, "relative_energy_ev": 1.701, "orbital_gap_ev": [11.90, 6.60], "total_energy_ha": -368.43100}

---

{"formula": "C6H17NO2", "method": "wB97M-V/def2-TZVPD", "symbols": ["O", "O", "N", "C", "C", "C", "C", "C", "C", "H", "H", "H", "H", "H", "H", "H", "H", "H", "H", "H", "H", "H", "H", "H", "H", "H"], "coordinates": [[-2.2308, -1.6325, -0.2359], [-3.1130, 0.2631, 0.5768], [0.3759, -0.4386, -0.2499], [1.3919, -0.9740, -1.1472], [1.8283, 1.2018, 0.8701], [1.4063, -1.0341, 1.9699], [0.8382, 0.0534, 1.0518], [-2.9696, -0.6812, -0.3493], [-1.4011, 1.4054, -1.7515], [-2.3721, 0.2164, 1.2073], [0.6989, -1.8560, 2.0748], [1.6103, -0.6223, 2.9561], [1.9698, -1.7994, -0.7158], [0.8839, -1.3561, -2.0307], [2.7915, 0.8365, 0.5206], [-3.7569, -0.5964, -1.1097], [2.0732, -0.1796, -1.4470], [-0.6708, 0.6872, -1.1577], [-2.2775, 1.9036, -1.3486], [-0.7900, 2.2645, -2.0165], [-0.0631, 0.4610, 1.5333], [-0.3277, -1.1677, -0.0965], [-1.6618, 0.8465, -2.6510], [1.4399, 1.9200, 0.1515], [2.3405, -1.4286, 1.5748], [1.9859, 1.7073, 1.8205]], "mulliken_charge": [-0.5824, -0.3772, -0.3288, -1.1726, -1.6083, -1.5292, 0.7626, 0.1387, -0.9253, 0.3406, 0.3538, 0.4562, 0.3780, 0.3789, 0.3755, 0.3906, 0.3335, 0.2547, 0.3335, 0.3189, 0.0695, 0.2021, 0.3476, 0.3229, 0.3176, 0.4485], "smiles": "CNC(C)C.O=CO.C", "relative_energy_ev": 0.858, "orbital_gap_ev": 9.21, "total_energy_ha": -444.00938}

---

{"formula": "C6H17NP", "method": "wB97M-V/def2-TZVPD", "symbols": ["P", "N", "C", "C", "C", "C", "C", "C", "H", "H", "H", "H", "H", "H", "H", "H", "H", "H", "H", "H", "H", "H", "H", "H", "H"], "coordinates": [[-1.1286, 0.7751, 0.8770], [2.2537, 0.3447, -1.2712], [-1.5672, -1.5685, -0.3650], [-0.0636, 0.1518, 2.2100], [2.4122, 1.3137, -2.0349], [-2.8622, 0.8904, 1.4668], [3.1471, -0.7677, -1.3479], [-0.8398, -0.2789, -0.6214], [-0.8292, 2.0994, 0.6309], [-0.9560, -2.5105, -0.6600], [-1.8550, -1.6424, 0.7384], [1.7313, 2.2105, -1.9652], [3.1006, -1.4452, -2.2902], [-3.4486, 1.3523, 0.7225], [2.9787, -1.4041, -0.4611], [-3.4241, -0.0214, 1.6052], [-2.7306, 1.4307, 2.4042], [4.1698, -0.4470, -1.1368], [-1.4005, 0.2611, -1.4164], [-0.2614, 0.6902, 3.0925], [0.9828, 0.0256, 1.9138], [3.2980, 1.2556, -2.7993], [0.2615, -0.3027, -0.7569], [-0.4032, -1.0044, 2.2916], [-2.5655, -1.4082, -0.8267]], "mulliken_charge": [0.2773, -0.1981, -1.0027, -0.9570, -0.3453, -1.0325, -1.0690, 0.2198, 0.1743, 0.2913, 0.2212, 0.2210, 0.3010, 0.3916, 0.2936, 0.3902, 0.3543, 0.4568, 0.4398, 0.4189, 0.3472, 0.2545, -0.1051, 0.3422, 0.3144], "charge": 1, "relative_energy_ev": 0.808, "orbital_gap_ev": 10.25, "total_energy_ha": -634.60479}

---

{"formula": "C6H18AgFO6", "method": "wB97M-V/def2-TZVPD", "symbols": ["Ag", "F", "O", "O", "O", "O", "O", "O", "C", "C", "C", "C", "C", "C", "H", "H", "H", "H", "H", "H", "H", "H", "H", "H", "H", "H", "H", "H", "H", "H", "H", "H"], "coordinates": [[0.2453, -0.4236, -0.2195], [-0.4610, -2.0490, -0.5838], [0.0129, 0.3251, 1.5447], [1.0398, 1.2728, 0.0369], [-0.8622, 1.1707, -0.1011], [0.8416, -0.3308, -2.1900], [-1.8346, -1.9261, 0.6921], [1.4753, -1.8683, -0.0650], [-1.3498, 0.1959, 1.9178], [1.7898, 0.4114, 0.8839], [-0.4381, 0.2653, -2.3678], [2.3942, -0.8156, 0.1769], [-2.1920, -0.5244, 0.8055], [-0.5987, 1.4672, -1.4419], [-2.0356, -0.0291, -0.1527], [-1.5400, 1.7610, 0.2362], [0.2861, 2.0941, -1.5528], [-1.4270, -0.2354, 2.9159], [-0.6970, 0.5673, -3.3827], [-1.3835, 2.1206, -1.8231], [2.9161, -0.4672, -0.7144], [-3.2368, -0.4115, 1.0947], [0.8243, -1.2783, -2.3438], [-1.1758, -2.0224, 0.0005], [1.1581, 0.0429, 1.6922], [3.2449, -1.2008, 0.7391], [-1.7409, 1.2111, 1.9844], [0.4782, 0.6037, 2.3368], [2.5697, 1.0392, 1.3148], [1.9250, -2.6767, 0.1917], [-1.2078, -0.4380, -2.0500], [0.9795, 2.1490, 0.4244]], "mulliken_charge": [-0.0222, -0.9561, -0.2605, -0.1644, -0.6542, -0.5387, -0.7639, -0.3397, -0.8284, -0.8279, -0.4579, -0.4810, -0.1048, -0.7429, 0.0639, 0.5445, 0.3130, 0.3958, 0.4818, 0.5389, 0.2010, 0.3853, 0.4153, 0.7663, 0.1342, 0.6305, 0.3260, 0.4386, 0.5001, 0.3781, 0.3390, 0.2904], "relative_energy_ev": 23.388, "orbital_gap_ev": 6.53, "total_energy_ha": -936.75637}

---

{"formula": "C6H18AlN3OP", "method": "wB97M-V/def2-TZVPD", "symbols": ["P", "Al", "O", "N", "N", "N", "C", "C", "C", "C", "C", "C", "H", "H", "H", "H", "H", "H", "H", "H", "H", "H", "H", "H", "H", "H", "H", "H", "H", "H"], "coordinates": [[0.2631, 0.3631, -0.3435], [1.5497, 3.4477, -3.0247], [0.7114, 1.5665, -1.1759], [1.4976, -0.3153, 0.6125], [-0.8876, 0.7894, 0.8033], [-0.3209, -0.8479, -1.3984], [1.0648, -1.4522, 1.4598], [-1.6082, -0.7091, -2.0509], [-1.8380, -0.1699, 1.3689], [-1.2202, 2.2140, 1.0180], [0.7123, -1.6673, -2.1049], [2.4370, 0.5519, 1.1889], [3.4211, 0.0868, 1.2469], [-1.6258, -0.0862, -2.9452], [2.4835, 1.5729, 0.8101], [0.2018, -2.3907, -2.7405], [1.8389, -2.1293, 1.8210], [-2.0027, -1.6977, -2.2857], [0.4055, -2.0321, 0.8140], [-2.8227, 0.0028, 0.9346], [1.3846, -2.1321, -1.3837], [-0.3834, 2.8654, 0.7658], [2.0833, 0.8896, 2.1631], [-2.1148, 2.5969, 0.5270], [-2.4383, -0.3957, -1.4178], [1.3790, -1.0851, -2.7410], [-1.5548, -1.2148, 1.2419], [-1.2411, 2.2670, 2.1065], [0.6187, -0.9231, 2.3019], [-1.9937, 0.0344, 2.4282]], "mulliken_charge": [0.2524, 1.5818, -0.8676, 0.1922, 0.2924, 0.2566, -0.8248, -0.6981, -0.8935, -0.8506, -0.6399, -0.7199, 0.4194, 0.3852, 0.3396, 0.3955, 0.3982, 0.4095, 0.3558, 0.4635, 0.3689, 0.3600, 0.3815, 0.3604, 0.2862, 0.3591, 0.4086, 0.3937, 0.4633, 0.3704], "spin_multiplicity": 2, "charge": 4, "orbital_gap_ev": [3.50, 4.45], "total_energy_ha": -1060.70113}

---

Question: What is the formula in the sixth record?
Answer: C6H17NP